[1]
{"formula": "CF3NO", "method": "ωB97M-V/def2-TZVPD", "symbols": ["C", "F", "F", "F", "N", "O"], "xyz": [[0.09077, -0.11479, 0.59063], [1.20336, 0.49936, 0.87329], [-0.69261, -0.20427, 1.67906], [0.42910, 1.27108, -2.21911], [0.10367, -1.10158, -0.38326], [-0.57506, 0.02272, -0.65666]], "nbo_charge": [0.906, -0.267, -0.289, -0.117, -0.014, -0.218], "gap_ev": [11.27, 7.39], "e_homo_ev": [-12.6, -10.9], "e_lumo_ev": [-1.362, -3.536]}

---

[2]
{"formula": "CH8N2O2", "method": "ωB97M-V/def2-TZVPD", "symbols": ["H", "O", "N", "H", "C", "H", "H", "H", "H", "N", "H", "H", "O"], "xyz": [[-0.57195, -2.46613, -1.03356], [0.48739, 2.17692, 0.25788], [-0.40494, -1.52068, -0.51472], [-0.55375, 1.48168, -1.03203], [0.43236, -1.48919, 0.61235], [-1.00673, -0.79795, -0.73930], [0.67180, 1.29319, 0.68486], [-1.86207, 1.48612, -1.76745], [0.82632, -2.50337, 0.81348], [0.95294, -0.52985, 1.33733], [1.28570, -0.84348, 2.14744], [0.86946, 2.75867, 0.88631], [-1.12653, 0.95408, -1.65259]], "nbo_charge": [0.403, -1.005, -0.810, 0.509, 0.323, 0.423, 0.508, 0.464, 0.130, -0.792, 0.348, 0.477, -0.978], "smiles": "[H]/N=C/N.O.O", "gap_ev": 10.26, "e_homo_ev": -9.3, "e_lumo_ev": 0.922}

---

[3]
{"formula": "C3H8OS", "method": "ωB97M-V/def2-TZVPD", "symbols": ["H", "C", "H", "H", "C", "S", "O", "H", "H", "H", "H", "C", "H"], "xyz": [[-1.67585, -1.64491, -0.20473], [-1.52955, 0.77036, -0.31343], [-0.27509, 0.31402, 1.33092], [-1.52133, 0.97461, -1.31678], [1.88772, -0.63468, -0.04358], [-2.57611, -0.74852, 0.01899], [0.58467, -0.47224, -0.34558], [2.00803, -1.16791, 0.89380], [0.32391, 1.39132, 0.31168], [2.45463, 0.30589, 0.09324], [-1.88359, 1.68174, 0.08975], [-0.19072, 0.46592, 0.27626], [2.39327, -1.23560, -0.79055]], "nbo_charge": [0.125, -0.480, 0.167, 0.212, -0.230, -0.082, -0.538, 0.158, 0.158, 0.158, 0.228, -0.068, 0.192], "smiles": "COCCS", "gap_ev": 9.99, "e_homo_ev": -9.0, "e_lumo_ev": 0.997}

---

Record order is preserved below.
ΔE to the lowest compared entry with this formula, charge and spin: 61.2, 18.0, 27.2 kcal per mole